{"formula": "C64H178N16O17", "method": "the ωB97M-V functional and the def2-TZVPD basis", "species": ["O", "H", "H", "C", "C", "C", "O", "C", "N", "H", "H", "H", "H", "H", "H", "H", "H", "H", "H", "H", "C", "C", "C", "O", "C", "N", "H", "H", "H", "H", "H", "H", "H", "H", "H", "H", "H", "C", "C", "C", "O", "C", "N", "H", "H", "H", "H", "H", "H", "H", "H", "H", "H", "H", "C", "C", "C", "O", "C", "N", "H", "H", "H", "H", "H", "H", "H", "H", "H", "H", "H", "C", "C", "C", "O", "C", "N", "H", "H", "H", "H", "H", "H", "H", "H", "H", "H", "H", "C", "C", "C", "O", "C", "N", "H", "H", "H", "H", "H", "H", "H", "H", "H", "H", "H", "C", "C", "C", "O", "C", "N", "H", "H", "H", "H", "H", "H", "H", "H", "H", "H", "H", "C", "C", "C", "O", "C", "N", "H", "H", "H", "H", "H", "H", "H", "H", "H", "H", "H", "C", "C", "C", "O", "C", "N", "H", "H", "H", "H", "H", "H", "H", "H", "H", "H", "H", "C", "C", "C", "O", "C", "N", "H", "H", "H", "H", "H", "H", "H", "H", "H", "H", "H", "C", "C", "C", "O", "C", "N", "H", "H", "H", "H", "H", "H", "H", "H", "H", "H", "H", "C", "C", "C", "O", "C", "N", "H", "H", "H", "H", "H", "H", "H", "H", "H", "H", "H", "C", "C", "C", "O", "C", "N", "H", "H", "H", "H", "H", "H", "H", "H", "H", "H", "H", "C", "C", "C", "O", "C", "N", "H", "H", "H", "H", "H", "H", "H", "H", "H", "H", "H", "C", "C", "C", "O", "C", "N", "H", "H", "H", "H", "H", "H", "H", "H", "H", "H", "H", "C", "C", "C", "O", "C", "N", "H", "H", "H", "H", "H", "H", "H", "H", "H", "H", "H"], "positions_angstrom": [[-2.669, 1.080, 0.546], [-3.415, 1.677, 0.490], [-2.498, 0.997, 1.484], [4.872, 2.759, 3.367], [3.857, 3.849, 2.954], [3.396, 4.715, 4.150], [2.590, 3.882, 5.064], [1.847, 4.515, 6.109], [4.382, 4.715, 1.944], [4.559, 2.084, 4.163], [5.707, 3.274, 3.843], [5.175, 2.173, 2.499], [2.927, 3.457, 2.540], [2.701, 5.511, 3.883], [4.268, 5.172, 4.617], [2.297, 5.296, 6.722], [1.543, 3.742, 6.814], [0.993, 4.952, 5.591], [4.813, 4.075, 1.292], [5.187, 5.191, 2.325], [-3.523, 3.020, -1.630], [-4.842, 3.252, -0.867], [-6.069, 2.429, -1.348], [-6.424, 2.708, -2.676], [-6.768, 4.050, -3.030], [-4.615, 3.054, 0.569], [-2.639, 3.298, -1.055], [-3.460, 3.558, -2.576], [-3.374, 1.986, -1.941], [-5.165, 4.291, -0.930], [-6.936, 2.494, -0.690], [-5.905, 1.353, -1.409], [-7.434, 4.251, -3.869], [-5.855, 4.526, -3.388], [-7.077, 4.558, -2.116], [-5.510, 3.118, 1.033], [-3.960, 3.778, 0.826], [-0.689, -5.034, -4.992], [0.334, -5.926, -4.356], [0.276, -6.099, -2.836], [1.562, -6.514, -2.419], [1.577, -6.974, -1.086], [0.389, -7.187, -4.990], [-1.695, -5.445, -4.904], [-0.474, -4.757, -6.024], [-0.562, -4.113, -4.423], [1.292, -5.467, -4.597], [-0.523, -6.790, -2.569], [-0.026, -5.145, -2.403], [1.224, -8.005, -1.060], [0.983, -6.457, -0.332], [2.619, -7.068, -0.779], [-0.515, -7.548, -5.260], [0.691, -7.824, -4.267], [0.073, -0.935, -7.640], [-0.556, -1.006, -6.272], [0.318, -0.273, -5.164], [1.559, -0.981, -4.897], [2.055, -0.876, -3.569], [-1.801, -0.294, -6.325], [0.273, 0.085, -7.967], [-0.588, -1.238, -8.452], [1.040, -1.435, -7.708], [-0.750, -2.001, -5.872], [-0.183, -0.112, -4.209], [0.535, 0.728, -5.537], [1.295, -1.394, -2.983], [2.091, 0.142, -3.182], [3.005, -1.399, -3.460], [-2.292, -0.519, -5.471], [-2.352, -0.609, -7.110], [-6.609, -0.430, -4.970], [-5.191, -1.070, -5.067], [-4.290, -0.795, -3.868], [-2.896, -1.088, -4.058], [-2.073, -1.176, -2.872], [-5.280, -2.504, -5.262], [-7.089, -0.780, -4.055], [-7.186, -0.675, -5.861], [-6.651, 0.649, -4.821], [-4.718, -0.636, -5.947], [-4.764, -1.240, -2.994], [-4.339, 0.238, -3.523], [-2.663, -1.707, -2.125], [-1.800, -0.297, -2.287], [-1.205, -1.777, -3.142], [-4.330, -2.833, -5.166], [-5.671, -2.838, -4.393], [0.739, 1.697, 1.429], [0.807, 0.560, 0.400], [0.514, -0.855, 1.023], [0.482, -1.779, -0.095], [0.167, -3.119, 0.230], [-0.164, 0.845, -0.637], [1.531, 1.634, 2.176], [-0.215, 1.701, 1.957], [0.876, 2.666, 0.948], [1.777, 0.453, -0.085], [-0.447, -0.958, 1.528], [1.281, -1.113, 1.753], [0.988, -3.527, 0.818], [0.209, -3.807, -0.615], [-0.782, -3.272, 0.744], [-1.099, 0.934, -0.264], [-0.240, -0.111, -0.953], [4.365, -1.119, 0.845], [4.852, -2.417, 1.466], [5.783, -2.273, 2.658], [7.021, -1.675, 2.332], [7.744, -1.474, 3.487], [3.607, -3.126, 1.864], [5.086, -0.379, 0.498], [3.735, -0.439, 1.418], [3.720, -1.425, 0.022], [5.445, -2.955, 0.726], [5.868, -3.281, 3.064], [5.293, -1.659, 3.414], [7.333, -0.684, 4.115], [8.746, -1.220, 3.141], [7.747, -2.243, 4.260], [3.874, -4.098, 1.929], [2.893, -3.095, 1.150], [0.344, -5.009, 4.121], [-1.250, -4.949, 4.010], [-1.913, -6.265, 4.579], [-2.046, -6.269, 6.028], [-2.791, -7.367, 6.479], [-1.779, -3.793, 4.700], [0.687, -5.701, 3.352], [0.553, -5.449, 5.096], [0.954, -4.106, 4.131], [-1.464, -4.753, 2.959], [-1.288, -7.139, 4.402], [-2.855, -6.474, 4.071], [-2.540, -8.328, 6.029], [-3.856, -7.310, 6.253], [-2.635, -7.511, 7.548], [-1.873, -4.121, 5.650], [-2.685, -3.543, 4.331], [-5.126, 7.236, 4.060], [-4.514, 6.615, 2.780], [-3.262, 5.767, 2.975], [-2.837, 5.239, 1.686], [-1.721, 4.342, 1.852], [-5.625, 5.927, 2.076], [-5.584, 6.544, 4.767], [-5.912, 7.932, 3.769], [-4.405, 7.874, 4.571], [-4.218, 7.490, 2.201], [-3.455, 4.964, 3.686], [-2.459, 6.389, 3.370], [-1.505, 3.862, 0.897], [-1.819, 3.503, 2.541], [-0.808, 4.895, 2.071], [-5.866, 5.086, 2.582], [-5.138, 5.528, 1.287], [-0.245, 9.503, -0.437], [-0.132, 8.976, 0.948], [0.261, 7.482, 0.906], [1.379, 7.130, 0.085], [1.487, 5.717, -0.089], [0.858, 9.756, 1.633], [-1.049, 8.992, -0.966], [0.718, 9.385, -0.935], [-0.544, 10.551, -0.422], [-1.118, 9.096, 1.399], [-0.670, 7.041, 0.552], [0.465, 7.047, 1.885], [0.643, 5.333, -0.663], [1.576, 5.222, 0.878], [2.339, 5.501, -0.733], [1.756, 9.744, 1.172], [1.157, 9.454, 2.550], [1.683, -3.649, 9.146], [1.693, -2.294, 8.437], [1.955, -2.435, 6.899], [1.973, -1.176, 6.242], [2.078, -1.291, 4.861], [0.553, -1.424, 8.720], [0.848, -4.238, 8.769], [1.545, -3.606, 10.226], [2.584, -4.249, 9.018], [2.509, -1.687, 8.827], [1.223, -3.113, 6.460], [2.943, -2.890, 6.824], [2.776, -2.049, 4.507], [2.370, -0.337, 4.422], [1.059, -1.494, 4.531], [0.334, -0.881, 7.897], [-0.262, -2.017, 8.789], [-0.577, 4.801, -7.858], [-0.823, 4.987, -6.320], [-0.624, 3.639, -5.551], [-0.840, 3.959, -4.126], [-0.572, 2.916, -3.305], [0.089, 5.975, -5.779], [0.458, 4.470, -7.944], [-0.496, 5.788, -8.314], [-1.243, 4.070, -8.315], [-1.834, 5.326, -6.094], [0.336, 3.142, -5.694], [-1.367, 2.936, -5.926], [-0.583, 3.254, -2.269], [0.397, 2.461, -3.512], [-1.288, 2.098, -3.377], [1.029, 5.625, -5.893], [-0.063, 5.883, -4.784], [-4.796, -6.247, -3.314], [-5.046, -5.110, -2.243], [-3.717, -4.561, -1.684], [-3.031, -5.506, -0.931], [-3.311, -5.819, 0.425], [-5.812, -4.082, -2.965], [-4.376, -5.832, -4.230], [-5.735, -6.728, -3.589], [-4.134, -7.076, -3.063], [-5.670, -5.447, -1.416], [-3.921, -3.579, -1.257], [-3.103, -4.205, -2.511], [-2.892, -5.053, 1.078], [-2.872, -6.770, 0.727], [-4.380, -5.794, 0.633], [-6.700, -4.507, -3.189], [-6.039, -3.387, -2.268], [5.941, 0.479, -2.623], [5.610, 1.995, -2.656], [5.985, 2.728, -1.410], [5.418, 2.299, -0.159], [3.942, 2.258, -0.221], [6.296, 2.611, -3.824], [6.789, 0.274, -1.970], [6.071, 0.123, -3.645], [5.123, -0.167, -2.305], [4.575, 2.273, -2.856], [5.801, 3.799, -1.497], [7.073, 2.751, -1.358], [3.603, 2.032, 0.790], [3.589, 1.516, -0.937], [3.551, 3.222, -0.547], [5.787, 2.343, -4.654], [6.171, 3.600, -3.662], [-1.005, 1.430, 6.126], [-1.715, 0.174, 5.639], [-1.733, 0.031, 4.134], [-2.320, 1.129, 3.374], [-3.559, 1.569, 3.819], [-1.052, -0.973, 6.268], [-0.923, 1.412, 7.212], [-1.535, 2.353, 5.891], [0.022, 1.367, 5.764], [-2.723, 0.061, 6.038], [-2.223, -0.916, 3.911], [-0.719, -0.111, 3.761], [-3.356, 2.061, 4.770], [-4.234, 0.779, 4.150], [-4.084, 2.198, 3.100], [-1.319, -1.789, 5.736], [-0.058, -0.850, 6.132], [3.924, -3.971, -1.994], [4.356, -4.766, -3.199], [5.853, -4.703, -3.452], [6.417, -3.429, -3.938], [5.780, -3.045, -5.211], [4.138, -6.169, -2.772], [4.304, -2.965, -2.173], [4.389, -4.335, -1.078], [2.882, -3.960, -1.671], [3.787, -4.410, -4.057], [6.062, -5.400, -4.264], [6.445, -4.963, -2.575], [5.447, -3.820, -5.902], [6.510, -2.413, -5.715], [5.003, -2.287, -5.118], [4.292, -6.777, -3.564], [3.165, -6.276, -2.520]], "atomic_forces_ev_per_a": [[0.4, -0.9, -0.4], [-0.9, 0.6, 0.1], [0.1, -0.1, 0.7], [-0.6, 0.4, 0.5], [-1.1, -0.2, 1.6], [-1.4, -0.9, 0.8], [1.8, 0.1, 0.1], [-0.2, -0.1, -1.0], [0.6, 0.3, -0.6], [-0.6, -0.1, -0.2], [0.4, 0.1, -0.4], [0.3, 0.1, 0.0], [0.0, -0.5, 0.1], [0.3, 0.3, -0.7], [0.1, -0.1, 0.5], [0.8, 0.1, -0.4], [-0.1, -0.1, -0.3], [-0.5, 0.2, 0.4], [0.1, 0.1, -0.7], [0.2, 0.4, 0.2], [-0.4, -0.1, -0.6], [-0.4, 0.0, -0.1], [0.7, -0.2, -0.5], [-0.9, 0.1, -1.5], [1.5, 0.4, 0.9], [0.0, -1.1, -0.6], [-0.2, 0.1, 0.2], [-0.3, 0.3, 0.1], [-0.2, -0.3, 0.4], [0.2, 0.3, -0.7], [-0.1, 0.7, 0.4], [0.6, -0.1, 0.3], [-0.6, -1.1, 0.3], [0.3, 0.3, 0.2], [-0.4, 0.3, -0.2], [0.1, 0.3, 0.4], [-0.2, 0.3, 0.7], [0.0, 0.7, 0.8], [0.7, 0.5, -0.3], [-0.6, 1.2, -1.0], [-1.7, 0.2, 0.8], [0.4, -1.5, 0.3], [0.1, -2.1, -0.4], [-0.2, 0.2, 0.0], [0.1, -0.4, 0.0], [-0.7, 0.4, -0.1], [0.3, 0.4, 0.4], [0.1, -0.5, 0.1], [0.3, 0.3, 0.4], [-0.3, -0.2, -0.1], [0.0, 0.7, -0.3], [0.0, 0.5, 0.1], [-0.3, 0.2, -0.1], [0.5, -0.6, -0.3], [0.8, 0.1, -0.6], [0.8, 1.0, 1.3], [0.8, -0.6, -0.5], [0.0, 0.4, -0.9], [-1.5, -0.4, -0.2], [-0.3, 0.9, -0.3], [0.0, 0.4, 0.6], [-0.1, -0.8, 0.2], [-0.2, -0.3, 0.0], [0.5, -0.6, -0.4], [-0.5, -0.3, -0.1], [0.2, 0.2, -0.2], [0.2, -0.1, 0.8], [0.3, 0.3, -0.2], [0.0, 0.2, -0.3], [-0.3, 0.3, -0.3], [-0.1, 0.0, -0.1], [0.8, -0.2, 0.7], [0.3, 0.9, -0.6], [-0.2, 1.9, 1.1], [-0.5, -0.5, 1.1], [-1.4, -1.1, 0.3], [-0.3, 0.3, -0.2], [-0.4, -0.5, -0.1], [0.0, -0.2, 0.2], [0.6, 0.1, -0.3], [0.1, 0.1, -0.1], [0.4, -1.1, 0.3], [0.0, 0.7, -0.5], [0.0, -0.6, 0.1], [0.0, 0.8, -1.0], [0.0, 0.2, 0.1], [0.4, -0.4, -0.4], [-0.3, -0.5, -0.2], [0.7, -0.5, 0.1], [-1.0, -0.1, 1.2], [0.2, 0.1, -0.7], [0.0, 0.0, 0.0], [1.1, -0.2, 0.3], [0.5, -1.1, -0.8], [0.1, -0.2, 0.2], [-0.1, 0.0, -0.1], [-0.1, 0.0, -0.2], [0.2, 0.2, 0.2], [-0.3, 0.5, 0.1], [0.3, -0.3, 0.0], [-0.1, -0.1, 0.8], [-0.4, 0.7, -0.7], [-0.2, 0.3, 0.1], [-0.2, 0.7, 0.6], [-0.2, -0.2, -1.5], [-0.1, 0.9, -0.7], [-0.5, 1.2, -0.2], [-1.1, 0.3, 0.0], [-1.2, -1.2, -0.5], [1.0, 1.0, 0.9], [1.2, -0.5, 0.5], [0.6, -0.6, -0.3], [-0.3, -0.6, 1.0], [0.1, 0.2, -0.5], [-0.2, -0.1, -0.4], [0.6, -0.2, 0.3], [-0.2, 0.1, 0.3], [-0.1, 0.9, -0.3], [0.1, 0.0, 0.5], [0.2, -1.1, -0.6], [-0.3, -0.4, 0.3], [0.2, 0.3, -0.3], [-1.4, -0.9, 0.7], [1.4, 0.2, 0.3], [0.9, -0.3, 0.0], [0.0, 0.7, -1.2], [-0.3, -0.8, 0.2], [0.3, 0.2, 0.4], [0.2, 0.0, 0.0], [0.1, -0.3, 0.1], [-0.7, 0.4, -0.6], [-0.3, -0.8, -0.1], [0.3, 0.0, -0.6], [-0.4, 0.3, 0.2], [0.7, 0.0, -0.4], [-0.3, 0.6, 0.1], [-0.1, 0.4, 0.0], [-0.5, 0.5, 0.5], [-0.2, -0.1, 0.2], [0.5, 0.4, -0.2], [-1.1, 0.5, 0.8], [-0.1, 0.1, -0.7], [0.1, -0.6, 1.4], [0.5, 0.3, -1.0], [1.3, 0.1, -0.4], [0.3, -0.3, -0.1], [-0.1, -0.2, -0.3], [0.2, -0.3, 0.2], [-0.1, -0.1, -0.5], [0.0, -0.3, 0.0], [0.1, 0.1, 0.1], [-0.3, 0.1, -0.3], [-0.6, 0.3, 0.5], [0.0, 0.2, 0.4], [-0.3, -0.1, 0.6], [-0.3, 0.0, -0.8], [-0.4, 0.4, -0.8], [1.6, -1.1, 0.3], [-0.8, -0.5, -0.3], [-0.5, 0.4, -0.1], [-0.2, 0.7, -0.4], [1.0, 1.3, 0.9], [0.2, -0.3, -0.3], [-0.2, 0.0, -0.3], [0.3, 0.1, 0.1], [0.1, -0.3, 0.5], [0.0, -0.8, -0.4], [-0.1, 0.3, 0.5], [-0.5, -0.1, 0.2], [0.1, -0.2, 0.0], [0.3, 0.3, 0.4], [-0.1, 0.1, -0.8], [-0.8, -0.4, 0.4], [-0.5, -0.1, -0.2], [0.9, 1.3, -0.6], [0.4, -0.3, 1.3], [0.4, 0.0, 1.5], [-0.6, 0.2, -0.7], [-0.6, -0.9, 0.3], [-0.1, -0.2, -0.1], [-0.1, 0.5, 0.0], [0.1, 0.2, -0.4], [0.6, -0.3, -0.1], [-0.3, 0.0, -0.2], [0.2, -0.2, -0.3], [0.0, -0.2, 0.1], [0.1, 0.1, 0.2], [0.0, -0.4, -0.8], [0.2, 0.2, 0.2], [-0.4, -0.1, 0.2], [0.7, 0.4, 1.7], [0.7, -1.4, -0.5], [-1.4, 1.1, 0.4], [-0.1, 1.0, -2.8], [0.4, -1.5, 1.3], [-0.1, 0.3, 0.1], [0.1, -0.6, -0.1], [-0.8, -0.1, -0.2], [0.0, 0.4, -0.2], [-0.1, 0.0, -0.2], [0.4, 0.4, 0.1], [-0.3, -0.3, 0.4], [0.1, 0.0, 0.0], [0.4, 0.0, 0.1], [-0.4, -0.2, -0.1], [0.4, 0.0, -0.3], [0.1, 0.5, 0.4], [-0.2, 0.2, 0.5], [0.7, -1.2, -1.3], [-1.4, 0.6, -0.8], [1.2, -0.9, 0.0], [-0.6, 1.3, -0.1], [0.3, -0.2, 1.1], [-0.1, 0.4, 0.1], [-0.2, 0.1, 0.0], [0.1, 0.2, 0.7], [0.3, -0.6, 0.2], [-0.1, 0.0, 1.3], [0.4, -0.7, -0.3], [0.2, 0.2, 0.1], [-0.1, 0.0, -0.5], [-0.2, -0.4, -0.1], [-0.2, 0.0, -0.3], [-0.2, 0.5, 0.1], [-1.0, 0.4, -0.2], [-0.6, -0.6, -1.1], [0.9, 0.9, 0.9], [-1.2, -0.3, -1.0], [1.5, 0.1, -0.1], [0.6, -0.1, 1.2], [0.2, 0.0, -0.3], [0.6, 0.1, 0.0], [-0.3, 0.3, 0.6], [-0.7, -1.0, 0.4], [-0.7, 0.3, -0.3], [0.2, -0.7, 0.6], [0.0, 0.0, -0.2], [0.1, -0.2, 0.1], [0.0, 0.2, 0.1], [0.0, 0.1, -0.1], [0.1, 0.4, -0.6], [-0.3, -0.3, 0.5], [-0.1, 0.1, 1.0], [-0.3, 0.3, -0.5], [1.1, -1.2, -0.5], [-0.4, 0.0, 1.8], [-0.2, 0.3, -0.7], [-0.1, -0.2, 0.1], [0.4, 0.0, -0.4], [0.0, 0.6, -0.3], [-0.4, 0.7, -0.2], [-0.5, 0.0, -0.3], [0.1, 0.4, -0.1], [-0.5, 0.8, 0.0], [-0.1, -0.6, -0.5], [0.4, 0.0, -0.1], [0.1, -0.6, 0.0], [0.3, -0.2, -0.1], [0.8, 1.1, 0.7], [-0.2, -1.1, 1.8], [0.8, 1.4, -1.1], [-2.1, -0.8, -1.1], [1.3, 1.4, 0.7], [0.6, 0.3, -0.9], [-0.3, 0.4, 0.4], [0.6, -0.2, -0.1], [-0.4, 0.1, -0.9], [-0.1, -0.3, -0.4], [0.1, -0.5, 0.1], [-0.3, 0.0, 0.0], [0.2, -0.5, 0.5], [0.5, -0.5, -0.2], [-0.7, -0.4, 0.7], [0.0, -0.3, -0.1], [0.4, 0.2, -0.4]], "total_energy_ev": -127890.687, "gap_ev": 8.511, "homo_ev": -8.576}